No. 1
{
  "formula": "C4H11NO3",
  "method": "ωB97M-V/def2-TZVPD",
  "max_force_ev_per_a": 0.86,
  "total_charge": -2,
  "orbital_gap_ev": 6.5,
  "homo_energy_ev": 0.250,
  "symbols": ["H", "N", "H", "H", "H", "C", "H", "O", "C", "H", "C", "H", "O", "C", "H", "O", "H", "H", "H"],
  "coordinates": [[-1.2577, -0.4675, -0.0561], [0.6289, -0.6704, 0.7719], [-1.8968, 1.1242, -1.9169], [0.4252, 0.1673, 1.8967], [1.0422, 1.2785, -1.1131], [-0.2205, -0.3215, -0.3817], [-0.2947, 1.5182, 2.5366], [1.0166, -2.9875, 0.2377], [-0.0250, 1.1027, -0.8897], [1.5982, -0.5015, 0.4967], [0.5466, -2.1528, 1.1439], [-0.3073, 1.8335, -0.1192], [-0.7232, 2.6821, -2.6259], [-0.8354, 1.4169, -2.1738], [-0.0378, -1.0440, -1.1897], [0.3152, 0.8243, 2.8110], [-0.5446, -2.2604, 1.3713], [-0.5091, 0.6333, -2.9254], [1.0791, -2.1754, 2.1256]],
  "forces_ev_per_a": [[0.006, 0.048, -0.030], [0.149, 0.069, -0.234], [0.014, -0.063, -0.055], [-0.140, 0.492, 0.691], [-0.189, -0.034, 0.039], [0.071, -0.187, -0.017], [0.106, -0.085, -0.039], [0.075, -0.157, -0.076], [0.163, -0.044, 0.016], [-0.136, -0.182, -0.034], [0.083, 0.175, -0.243], [0.026, -0.062, -0.072], [0.001, 0.022, -0.034], [0.033, 0.071, -0.049], [-0.017, 0.096, 0.076], [-0.063, -0.206, -0.317], [-0.064, -0.034, 0.118], [-0.091, 0.082, 0.136], [-0.026, -0.002, 0.124]]
}

No. 2
{
  "formula": "C4H11NO3",
  "method": "ωB97M-V/def2-TZVPD",
  "smiles": "CNC(=O)O.COC",
  "max_force_ev_per_a": 1.81,
  "orbital_gap_ev": 10.6,
  "homo_energy_ev": -9.874,
  "symbols": ["H", "H", "C", "H", "H", "C", "O", "H", "O", "C", "N", "O", "H", "H", "H", "C", "H", "H", "H"],
  "coordinates": [[-1.4918, 0.6411, -1.5229], [-1.8039, -1.0683, 1.6681], [1.9575, 0.7899, -1.2369], [2.8238, 1.4562, -1.2315], [2.5676, -0.4757, 0.2694], [-1.9773, 0.1473, -0.6817], [-1.1561, -0.9451, -0.3038], [1.0620, 1.3708, -1.4535], [2.3387, 1.8185, 1.6998], [-1.7096, -1.6896, 0.7703], [1.7804, 0.1338, 0.0626], [0.3286, 0.7060, 1.5353], [2.0863, 0.0342, -2.0109], [0.4293, -0.0328, 0.5802], [-2.9704, -0.1937, -0.9985], [1.5416, 1.0585, 1.2336], [-1.0259, -2.5120, 0.9742], [-2.0896, 0.8602, 0.1431], [-2.6911, -2.0993, 0.5028]],
  "forces_ev_per_a": [[-0.015, -0.013, 0.038], [-0.024, -0.023, -0.047], [0.205, 0.111, 0.199], [-0.045, 0.019, -0.063], [-0.063, 0.048, -0.055], [-0.002, -0.082, 0.063], [-0.112, 0.010, -0.001], [0.018, 0.014, -0.059], [-0.347, 0.015, -0.055], [0.041, 0.090, -0.074], [0.553, 0.138, -0.231], [-0.240, -0.465, -0.866], [-0.047, 0.031, 0.047], [-0.479, 0.741, 1.575], [0.065, -0.020, 0.034], [0.443, -0.660, -0.485], [-0.022, 0.023, 0.004], [0.018, -0.038, -0.024], [0.053, 0.062, -0.001]]
}

No. 3
{
  "formula": "C4H11NO3",
  "method": "ωB97M-V/def2-TZVPD",
  "smiles": "[H]/N=C/C(O)O.CCO",
  "max_force_ev_per_a": 2.62,
  "orbital_gap_ev": 10.5,
  "homo_energy_ev": -9.826,
  "symbols": ["H", "H", "H", "H", "H", "N", "H", "O", "H", "H", "O", "H", "H", "C", "C", "C", "O", "C", "H"],
  "coordinates": [[-1.4070, 0.6891, -0.8187], [-1.9981, -1.8709, -1.1709], [0.6020, -0.0300, -1.6613], [-0.3370, -1.8990, -0.5860], [-1.8224, -2.1510, 1.3346], [0.4449, 1.3420, 1.3497], [-1.0886, -0.5369, 1.4354], [1.6067, 0.1961, -1.6964], [-2.7551, -0.7199, 0.8729], [2.8616, 1.3745, -0.6966], [2.4544, -0.2519, 0.3933], [0.0302, 2.1125, 1.8732], [0.8350, 2.6360, -0.2486], [-1.7620, -1.1747, 0.8595], [2.0090, 0.7095, -0.4923], [0.8664, 1.6318, 0.1970], [-0.9634, -0.0988, -1.2265], [-1.2638, -1.3247, -0.5711], [1.6871, -0.6337, 0.8528]],
  "forces_ev_per_a": [[0.482, -1.345, -0.393], [0.040, 0.028, 0.009], [2.020, 0.623, 0.054], [0.052, -0.040, -0.015], [-0.049, -0.063, 0.020], [0.261, -0.175, 0.071], [-0.007, -0.146, -0.008], [-1.883, -0.565, -0.831], [-0.033, -0.043, 0.023], [-0.210, -0.051, 0.200], [-0.111, -0.453, 0.481], [-0.439, -0.029, -0.466], [-0.477, -0.123, -0.079], [0.088, 0.359, -0.267], [-1.518, 0.910, 0.576], [2.622, -0.024, 0.093], [-0.850, 1.299, 0.228], [-0.272, -0.411, 0.359], [0.283, 0.249, -0.056]]
}

No. 4
{
  "formula": "C4H11NO3",
  "method": "ωB97M-V/def2-TZVPD",
  "smiles": "CCNCC(=O)O.O",
  "max_force_ev_per_a": 3.17,
  "orbital_gap_ev": 9.1,
  "homo_energy_ev": -8.465,
  "symbols": ["H", "O", "H", "C", "C", "H", "H", "H", "C", "O", "H", "H", "N", "C", "H", "H", "O", "H", "H"],
  "coordinates": [[-2.5557, -0.2725, 0.7447], [1.7356, 0.9229, -2.5077], [-0.3114, -2.1214, 0.2710], [-2.3508, -0.4541, -0.3155], [1.0513, -0.5655, 0.9196], [2.1706, 1.0356, -1.6585], [1.1320, -1.0012, 1.9255], [-0.5537, 0.6950, -0.5514], [-0.8926, -0.3312, -0.6518], [-0.0195, 1.1439, 2.1152], [2.2097, 0.2877, -3.0477], [-0.7834, -0.7339, -1.6710], [-0.0998, -1.1452, 0.2915], [1.0443, 0.9378, 1.2476], [1.9674, -0.7904, 0.3826], [-3.0850, 0.2198, -0.8348], [1.9316, 1.7284, 1.1835], [-2.7027, -1.4642, -0.5475], [0.1122, 1.9084, 2.7046]],
  "forces_ev_per_a": [[0.304, -0.113, -0.024], [-0.548, 0.279, -0.125], [0.526, -0.201, 0.392], [-1.930, 0.368, 0.270], [0.182, -0.796, -0.311], [0.310, -0.197, -0.100], [0.282, 0.090, -0.131], [0.071, 0.079, -0.432], [0.206, -1.099, 0.209], [-0.067, -0.068, -0.508], [0.274, -0.039, 0.301], [0.389, 0.696, 0.027], [-1.072, 1.920, -0.562], [-1.253, -0.771, 2.811], [0.480, 0.227, -0.140], [1.060, -0.368, -0.020], [0.473, 0.081, -1.071], [0.055, -0.033, 0.124], [0.257, -0.055, -0.711]]
}

No. 5
{
  "formula": "C4H11NO3",
  "method": "ωB97M-V/def2-TZVPD",
  "smiles": "CNC(=O)CCO.O",
  "max_force_ev_per_a": 5.79,
  "orbital_gap_ev": 10.0,
  "homo_energy_ev": -9.585,
  "symbols": ["C", "H", "O", "H", "H", "O", "N", "H", "H", "H", "H", "C", "C", "H", "H", "H", "O", "H", "C"],
  "coordinates": [[-1.4313, -1.5808, -0.0513], [-0.4724, -1.3193, 1.7664], [-2.3645, -1.0138, -0.8689], [-2.2679, -0.1536, -1.0429], [-0.2058, 3.0428, 0.3331], [-1.7250, 1.5215, 1.4151], [0.4673, 1.1602, 1.0004], [3.2347, -2.3798, -2.9282], [1.0516, 0.5202, 0.4834], [-2.3032, -0.8484, 1.7221], [-0.4909, -1.6376, -0.6075], [-1.2619, -0.7595, 1.3038], [0.7860, 2.5230, 0.3599], [-1.7342, -2.6421, 0.1494], [1.4566, 2.7109, -0.6008], [3.7414, -1.0355, -2.3591], [2.9105, -1.6346, -2.4249], [1.4564, 2.8745, 1.2190], [-0.8474, 0.6516, 1.1311]],
  "forces_ev_per_a": [[1.276, 0.189, 0.821], [0.149, -0.284, 1.075], [-2.575, -5.050, -0.113], [0.931, 5.154, -0.738], [1.208, -0.042, -0.062], [1.632, -1.920, -1.311], [0.231, -1.500, -3.034], [0.032, -0.364, -0.209], [0.263, -0.749, 0.416], [1.494, 0.535, 0.277], [0.423, -0.076, 0.284], [-0.552, -2.205, -2.086], [0.455, 0.744, 2.211], [0.109, 1.072, 0.096], [-1.791, -1.526, 1.621], [-2.200, -1.507, -0.138], [2.156, 1.890, 0.371], [-1.104, 0.630, -1.431], [-2.137, 5.010, 1.952]]
}

No. 6
{
  "formula": "C4H11NO3",
  "method": "ωB97M-V/def2-TZVPD",
  "smiles": "CN[C@H](C)C(=O)O.O",
  "max_force_ev_per_a": 0.70,
  "orbital_gap_ev": 9.4,
  "homo_energy_ev": -8.817,
  "symbols": ["H", "C", "H", "C", "N", "H", "H", "H", "H", "O", "H", "H", "H", "C", "O", "H", "C", "H", "O"],
  "coordinates": [[-0.7961, -1.4018, -0.8499], [-0.9812, 1.8268, 0.0712], [2.7954, 0.6325, -0.2793], [1.7787, 0.9005, -0.5314], [0.8917, 0.1816, 0.3773], [-0.9377, 0.1465, 1.3139], [1.1319, -4.4305, 1.4503], [1.5335, 0.7865, -1.5873], [-1.4267, -0.0114, -1.6914], [-0.4907, 2.6169, -0.6864], [-2.3023, -0.7068, -0.3427], [1.7145, 1.9658, -0.3344], [-2.3731, 3.0013, 0.5807], [-1.3060, -0.4532, -0.7050], [-2.1050, 2.0876, 0.7692], [0.9887, -0.8144, 0.2584], [-0.5556, 0.4040, 0.3310], [1.2074, -3.2575, 0.4541], [1.2327, -3.4745, 1.4016]],
  "forces_ev_per_a": [[0.182, -0.147, 0.075], [-0.030, 0.031, 0.177], [0.242, -0.377, -0.283], [-0.439, 0.467, 0.288], [-0.358, 0.253, 0.062], [-0.066, -0.090, 0.106], [-0.001, 0.036, -0.070], [0.260, -0.237, -0.232], [0.201, 0.273, -0.019], [-0.027, 0.130, -0.033], [-0.066, 0.130, 0.012], [-0.060, 0.038, 0.073], [0.060, -0.119, -0.117], [-0.373, -0.406, -0.035], [-0.156, 0.256, 0.178], [0.377, -0.124, 0.112], [0.254, -0.050, -0.326], [0.039, -0.281, 0.515], [-0.039, 0.215, -0.484]]
}

No. 7
{
  "formula": "C4H11NO3P",
  "method": "ωB97M-V/def2-TZVPD",
  "multiplicity": 3,
  "s2": 2.0051,
  "max_force_ev_per_a": 4.29,
  "total_charge": -1,
  "orbital_gap_ev": [3.6, 6.1],
  "homo_energy_ev": [0.246, -6.179],
  "symbols": ["H", "H", "H", "H", "O", "H", "N", "C", "H", "P", "C", "H", "C", "H", "H", "C", "H", "O", "O", "H"],
  "coordinates": [[-1.2464, 2.1532, -0.3832], [1.7830, 0.4833, 0.9611], [0.5869, -0.5409, -1.8474], [0.8926, -2.7573, -0.8496], [-2.2750, -0.8249, 0.7468], [0.7088, -1.9199, 0.7124], [0.1864, -0.8069, -0.9462], [-0.0471, 0.4049, -0.1649], [-1.7786, 0.7894, -1.3641], [-1.0214, 0.0359, 1.4156], [1.2260, 1.1179, 0.2749], [-0.3518, 1.7259, -1.8649], [-0.9063, 1.3322, -1.0073], [1.8621, 1.3855, -0.5762], [0.9431, 2.0194, 0.8134], [1.0265, -1.8075, -0.3214], [-1.8777, -1.6511, 0.4753], [-1.5630, 1.3094, 1.9480], [-0.2491, -0.8853, 2.3068], [2.1011, -1.5633, -0.3290]],
  "forces_ev_per_a": [[-0.036, 0.088, 0.024], [0.143, 0.027, 0.024], [-0.395, -0.187, -2.098], [0.180, 0.107, -0.182], [0.455, 0.819, 0.159], [0.085, -0.003, 0.178], [2.792, 1.443, 2.923], [-1.475, -0.261, -0.676], [-0.106, 0.075, -0.069], [-1.135, -0.570, 1.422], [0.921, -0.385, 0.208], [0.016, -0.093, 0.032], [-0.045, 0.107, -0.316], [-0.177, -0.124, 0.021], [-0.244, 0.058, 0.016], [-1.206, -0.977, 0.190], [-0.077, -0.664, -0.106], [0.174, 0.094, -0.589], [0.249, 0.065, -0.703], [-0.118, 0.380, -0.456]]
}